[1]
Here is a cluster of 3 separate species, C4H12NO2S in total at a distorted geometry from OMol25. Energies are from ωB97M-V/def2-TZVPD.

```
20
Properties=species:S:1:pos:R:3:forces:R:3:mulliken_charge:R:1
C 0.8448 -0.9997 -1.3228 -0.3 -0.1 0.4 -0.7169
H -1.1599 -1.0753 1.2430 -0.1 0.1 0.3 0.2574
H 0.3024 1.8871 -0.5959 0.2 0.2 -0.3 -0.7967
O 0.9873 -2.3165 -1.0927 -0.4 0.1 0.1 -0.9234
H 0.9948 2.3539 -0.5326 -0.5 0.4 0.9 0.5374
H 3.6273 -2.5130 0.3083 0.0 -0.2 0.0 0.2426
H 2.1723 -2.7583 -0.1812 0.1 -0.5 -0.4 0.4632
O 2.9974 -3.2345 0.1992 0.1 0.5 0.3 -0.7564
H 0.6358 -0.1462 0.6087 0.3 0.5 0.1 0.2115
H 1.8322 -0.4937 -1.2693 0.0 0.5 -0.3 0.2118
H 0.3607 -0.7426 -2.2988 0.2 -0.1 -0.1 0.3510
S -0.9492 2.8313 1.3714 0.1 -0.1 0.2 -0.4089
C -0.0464 -0.2823 -0.2330 1.8 -0.5 1.3 0.4403
N -1.0565 -1.2088 0.2525 -0.8 -0.1 -0.5 -0.8187
H -0.6498 -2.1465 0.1376 0.2 0.3 -0.4 0.3177
H -0.8047 0.8872 -1.7301 -0.1 0.7 -0.2 0.3589
C -1.6497 1.7359 0.1214 1.0 2.0 -0.6 -0.6891
C -0.5802 1.0520 -0.6713 -1.8 -3.2 -1.0 0.0508
H -2.2237 2.3360 -0.5900 -0.2 -0.1 0.2 0.2458
H -2.2996 0.9688 0.5343 0.2 -0.3 0.2 0.4216
```
Forces are in eV/Å.

Charge = -1
Strongest force on any atom = 3.79 eV/A
Multiplicity = 1
DFT total energy = -762.87491 Ha

[2]
Here is a cluster of 2 separate species, C2H3O3 in total at a distorted geometry from OMol25. Energies are from ωB97M-V/def2-TZVPD.

```
8
Properties=species:S:1:pos:R:3:forces:R:3:mulliken_charge:R:1
O 2.7582 -0.8577 -0.2732 0.4 -0.6 0.3 -0.5228
O 2.3857 -3.1394 -0.0129 0.3 0.8 0.2 -0.4995
O 0.2604 -1.5810 0.2497 0.0 0.1 -0.6 -0.7635
C 2.3649 -1.9547 -0.0654 -1.5 -0.1 -0.5 0.8098
C -0.0063 -0.2211 0.1513 3.5 -0.2 0.7 -0.5465
H 0.2933 0.2299 1.1409 -1.3 0.3 -0.1 0.1731
H -0.9764 0.1269 -0.2489 0.1 -0.2 0.2 0.2320
H 0.8828 0.2665 -0.4121 -1.5 -0.2 -0.2 0.1174
```
Forces are in eV/Å.

Charge = -1
Strongest force on any atom = 3.59 eV/A
Multiplicity = 1
DFT total energy = -303.74584 Ha

[3]
Here is a cluster of 2 separate species, C17H20BrClFN2O8 in total at a distorted geometry from OMol25. Energies are from ωB97M-V/def2-TZVPD.

```
50
Properties=species:S:1:pos:R:3:forces:R:3:mulliken_charge:R:1
C -1.6815 -2.9135 1.1585 -0.7 0.3 0.3 -0.3606
C 2.7050 -3.0722 1.4525 0.4 0.1 0.3 -0.3309
H -2.0400 1.0459 -0.8081 -0.4 0.3 0.1 0.1124
N 3.6867 -5.1638 1.4119 0.6 -0.7 0.2 0.9914
O -3.0281 7.4124 -3.6908 0.1 -0.1 -0.2 -0.5985
H -4.2470 7.2827 -1.3565 0.0 0.0 0.0 0.4281
N 2.8019 -5.7404 0.6897 -0.1 -0.5 -0.1 -0.9129
C 1.7155 -3.6383 0.7110 -0.9 0.5 -1.0 0.7197
H 0.7767 -1.8519 -0.0426 0.1 0.1 -0.3 0.4238
C 2.6552 -1.6396 1.8786 0.3 -0.2 0.0 0.4135
H 4.5253 -1.2155 0.8353 -0.1 -0.3 -0.2 0.4800
C 3.9141 -0.8177 1.6419 0.1 0.8 0.0 -0.6251
H -0.6585 -0.0759 -1.9682 0.1 0.1 -0.2 0.2989
C -1.8523 4.2971 -2.4569 0.0 -0.1 0.2 -1.0322
O -2.0868 -2.1353 0.0942 0.2 -0.3 0.0 -0.3556
C 0.5093 -2.8502 0.2885 -0.3 -0.2 0.4 -1.3823
O -0.3013 -2.7651 1.4506 0.1 -0.1 -0.1 -0.2398
Br 2.0755 -1.6112 3.7367 0.0 0.1 0.0 0.0331
O -1.4790 -0.5718 -1.9520 0.0 0.1 0.0 -0.5284
H -3.3341 -0.1378 -1.2332 -0.2 0.2 -0.2 0.3462
Cl 5.0430 -3.4537 2.7813 0.4 -0.1 0.3 -0.0429
C -2.3036 0.0033 -0.9372 0.5 -0.9 0.3 -0.2543
H -1.7685 6.2798 -4.8512 0.0 0.0 0.0 0.3662
H 0.4349 -6.2733 0.0276 0.1 -0.3 -0.3 0.3945
H 1.8651 -1.1790 1.3153 -0.4 0.2 0.1 -0.1420
O -4.0048 5.3068 0.3890 0.1 -0.1 -0.1 -0.5634
C -2.0402 5.3407 -3.2784 0.2 -0.3 -0.1 0.3845
O -2.3818 3.3595 -0.3605 -0.1 0.0 0.2 -0.6703
C 3.5481 0.6348 1.3362 -0.3 -0.4 0.2 -1.3834
C -2.5132 4.2668 -1.1673 0.2 -0.1 -0.4 1.0739
C 1.7925 -4.9892 0.3312 0.0 -0.1 0.0 0.4787
O 0.8406 -5.5263 -0.4367 -0.1 0.0 0.4 -0.4528
H 2.7314 0.7101 0.6227 0.0 0.0 -0.3 0.3444
F 4.6853 -5.9924 1.7957 -0.3 0.1 -0.2 -0.1963
H 4.4043 1.1707 0.9593 0.2 0.3 -0.1 0.4166
C -3.6024 6.4543 -1.6135 0.0 0.1 -0.1 -0.9359
H 3.1973 1.0953 2.2521 0.0 0.3 0.1 0.3438
C -2.0670 -0.7454 0.3765 0.0 0.5 -0.5 -0.3564
H 0.0039 -3.3509 -0.5241 -0.2 0.0 -0.2 0.6622
H -2.8365 -0.5174 1.1141 -0.1 0.2 0.1 0.4568
H -1.2188 3.4619 -2.7196 0.0 0.0 0.0 0.4209
C -2.9240 6.4981 -2.8993 -0.3 0.2 0.4 0.9300
H 4.5338 -0.7862 2.5248 0.2 -0.3 0.2 0.3657
O -1.4695 5.4317 -4.4681 -0.1 0.2 0.1 -0.5602
C -3.4152 5.4096 -0.7974 -0.2 0.3 0.1 0.3980
C 3.7590 -3.9174 1.8231 0.2 0.4 0.4 0.4885
H -1.9352 -3.9486 0.9490 0.1 -0.2 -0.4 0.3097
H -1.1024 -0.4211 0.7731 0.2 -0.2 0.2 0.1639
H -3.7003 4.4651 0.7746 0.0 0.0 0.0 0.3466
H -2.2124 -2.6258 2.0663 0.2 0.1 0.3 0.3324
```
Forces are in eV/Å.

Charge = +1
Strongest force on any atom = 1.39 eV/A
Multiplicity = 1
DFT total energy = -4504.90228 Ha